No. 1
{"formula": "C5H11N", "method": "wB97M-V/def2-TZVPD", "symbols": ["C", "C", "N", "C", "C", "C", "H", "H", "H", "H", "H", "H", "H", "H", "H", "H", "H"], "xyz": [[-1.8540, 1.0684, -0.2427], [-1.4581, -0.4119, -0.3023], [-0.0299, -0.6110, -0.5405], [0.6526, -1.5370, 0.3477], [0.8985, -0.0771, 0.4374], [2.1405, 0.5763, -0.1169], [-2.6033, 1.2338, 0.5371], [-0.9900, 1.6954, -0.0014], [-2.2688, 1.4290, -1.1867], [-1.7737, -0.9133, 0.6275], [-1.9901, -0.9107, -1.1205], [0.0645, -1.9833, 1.1530], [1.3844, -2.2051, -0.1023], [0.4629, 0.4135, 1.3124], [2.9295, 0.6485, 0.6397], [1.9162, 1.5874, -0.4763], [2.5190, -0.0028, -0.9651]], "homo_ev": -8.988, "multiplicity": 1, "lumo_ev": 1.3, "mol_weight_g_mol": 85.15, "gap_ev": 10.262, "relative_energy_kj_mol": 121.1, "max_force_ev_per_a": 0.29}

=====

No. 2
{"formula": "C5H11N", "method": "wB97M-V/def2-TZVPD", "symbols": ["C", "C", "C", "C", "C", "N", "H", "H", "H", "H", "H", "H", "H", "H", "H", "H", "H"], "xyz": [[-0.7086, -0.7526, 2.6443], [0.0812, -0.4430, 1.4380], [0.1525, -1.0684, 0.2554], [0.5060, -0.4130, -1.0436], [0.3542, 1.1079, -1.1701], [-0.4510, 1.4888, -2.3495], [-0.1112, -0.6098, 3.5495], [-1.7259, -0.3899, 2.7036], [-0.8913, -1.8450, 2.6901], [0.5264, 0.5527, 1.3783], [-0.1565, -2.1044, 0.2939], [0.0022, -0.9452, -1.8517], [1.5847, -0.5962, -1.1637], [-0.1431, 1.5312, -0.3004], [1.3358, 1.5643, -1.1990], [0.0864, 2.1929, -2.8507], [-0.4417, 0.7298, -3.0245]], "homo_ev": -8.954, "multiplicity": 1, "lumo_ev": 1.1, "mol_weight_g_mol": 85.15, "gap_ev": 10.093, "relative_energy_kj_mol": 140.9, "max_force_ev_per_a": 2.99}

=====

No. 3
{"formula": "C5H11N", "method": "wB97M-V/def2-TZVPD", "symbols": ["C", "C", "N", "C", "C", "C", "H", "H", "H", "H", "H", "H", "H", "H", "H", "H", "H"], "xyz": [[-0.4189, -0.8724, -1.8652], [0.0505, 0.5144, -1.4575], [-0.1270, 0.9183, -0.0355], [1.1059, 1.0780, 0.7499], [0.2285, -0.1046, 0.9277], [-0.7105, -0.3203, 2.0935], [0.0652, -1.1582, -2.8038], [-0.1874, -1.6853, -1.1661], [-1.5034, -0.9103, -2.0046], [1.0998, 0.6843, -1.7346], [-0.5503, 1.2146, -2.0425], [2.0552, 0.9040, 0.2352], [1.1356, 1.8908, 1.4806], [0.5980, -1.0217, 0.4864], [-0.2180, -0.9320, 2.8573], [-1.6150, -0.8379, 1.7490], [-1.0081, 0.6381, 2.5301]], "homo_ev": -8.977, "multiplicity": 1, "lumo_ev": 1.2, "mol_weight_g_mol": 85.15, "gap_ev": 10.212, "relative_energy_kj_mol": 135.1, "max_force_ev_per_a": 0.72}

=====

No. 4
{"formula": "C5H11N", "method": "wB97M-V/def2-TZVPD", "symbols": ["C", "N", "C", "C", "C", "C", "H", "H", "H", "H", "H", "H", "H", "H", "H", "H", "H"], "xyz": [[1.7058, 0.4437, -0.6769], [1.1968, -0.3900, 0.3799], [0.5301, 0.1960, 1.5418], [-0.2047, -0.3962, 0.3796], [-0.9293, 0.9857, -0.7289], [-1.0933, -1.6085, 0.1806], [1.8777, -0.1795, -1.5659], [0.7719, 1.0627, -0.8548], [2.6271, 0.9690, -0.3996], [0.3628, 1.2729, 1.6110], [0.8270, -0.2638, 2.4917], [-1.8292, 1.0429, -0.1494], [-1.1179, 0.5580, -1.7249], [-0.7043, 2.0709, -0.9723], [-2.0458, -1.4531, 0.6942], [-1.2946, -1.6944, -0.8925], [-0.6885, -2.5752, 0.5168]], "homo_ev": -9.156, "multiplicity": 1, "lumo_ev": 1.0, "mol_weight_g_mol": 85.15, "gap_ev": 10.195, "relative_energy_kj_mol": 361.0, "max_force_ev_per_a": 2.58}